[1]
The following is a quantum chemistry calculation of a 3-piece molecular cluster, C16H26BFN2O8 overall, from the Open Molecules 2025 dataset.

## Properties
LUMO	-1.051	eV
orbital gap	8.17	eV
HOMO level	-9.2	eV
structure (SMILES)	C[C@@H](F)C1=C(B(N)O)C(=O)C(O)=C(N)C1=O.CCOC(C)=O.CCOC(C)=O

```
54
C16H26BFN2O8 | the Open Molecules 2025 dataset | ωB97M-V with the def2-TZVPD basis set
C -2.22 1.05 -1.36
C -2.39 2.19 -0.37
F -1.12 2.48 0.14
C -2.92 3.47 -0.97
C -4.21 3.85 -0.94
B -5.42 3.03 -0.32
N -5.57 1.63 -0.62
O -6.32 3.66 0.52
C -4.61 5.16 -1.51
O -5.76 5.38 -1.84
C -3.56 6.20 -1.66
O -3.96 7.49 -1.81
C -2.27 5.83 -1.72
N -1.19 6.73 -1.85
C -1.93 4.38 -1.64
O -0.91 3.95 -2.14
H -3.08 0.40 -1.33
H -1.38 0.46 -1.02
H -2.01 1.40 -2.36
H -2.98 1.89 0.49
H -5.08 1.39 -1.47
H -6.55 1.40 -0.78
H -7.18 3.67 0.10
H -3.71 8.00 -1.04
H -0.36 6.28 -1.50
H -1.03 7.00 -2.81
C 2.20 1.20 2.38
C 1.08 0.21 2.10
O 0.98 -0.09 0.71
C 1.72 -1.04 0.10
C 2.90 -1.65 0.82
O 1.44 -1.34 -1.03
H 3.17 0.80 2.11
H 2.22 1.47 3.43
H 2.04 2.11 1.79
H 1.18 -0.70 2.69
H 0.13 0.66 2.37
H 3.80 -1.10 0.55
H 3.00 -2.67 0.50
H 2.80 -1.66 1.91
C 4.70 -8.11 -0.32
C 4.60 -7.84 1.17
O 5.21 -6.59 1.53
C 4.57 -5.41 1.46
C 3.24 -5.33 0.75
O 5.10 -4.44 1.92
H 4.17 -7.36 -0.90
H 4.28 -9.09 -0.55
H 5.74 -8.09 -0.63
H 3.57 -7.87 1.53
H 5.15 -8.59 1.72
H 3.41 -5.03 -0.29
H 2.64 -4.56 1.24
H 2.66 -6.25 0.77
```


[2]
The following is a quantum chemistry calculation of a 5-piece molecular cluster, C4H18O5 overall, from the Open Molecules 2025 dataset.

## Properties
LUMO	0.509	eV
orbital gap	10.41	eV
HOMO level	-9.9	eV
structure (SMILES)	CO.CO.CO.CO.O

```
27
C4H18O5 | the Open Molecules 2025 dataset | ωB97M-V with the def2-TZVPD basis set
C -0.93 -1.59 3.54
O -0.54 -2.42 4.66
H -0.31 -0.73 3.76
H -0.76 -1.95 2.53
H -1.95 -1.21 3.51
H -0.87 -1.94 5.42
C -0.44 -0.80 -0.77
O 0.32 0.13 -1.43
H -0.50 -0.54 0.29
H -1.43 -0.92 -1.20
H -0.05 -1.80 -0.96
H -0.15 0.96 -1.50
C -0.65 3.74 -1.44
O -0.76 2.47 -2.02
H 0.37 4.14 -1.49
H -1.21 4.38 -2.12
H -1.21 3.71 -0.51
H -0.55 2.58 -2.95
C 3.95 -0.45 0.72
O 3.20 0.75 0.45
H 4.86 -0.03 1.13
H 3.46 -1.09 1.46
H 4.01 -0.95 -0.25
H 2.59 0.67 -0.28
O -3.64 -2.16 -3.80
H -3.39 -3.09 -3.81
H -3.41 -1.86 -2.92
```


[3]
The following is a quantum chemistry calculation of C30H29N6OPS4Tm as an isolated structure, from the Open Molecules 2025 dataset.

## Properties
expectation value of S²	3.756
multiplicity	4
LUMO (alpha / beta)	-0.392 / -0.420	eV
orbital gap (alpha / beta)	5.51 / 7.45	eV
HOMO level (alpha / beta)	-5.9 / -7.9	eV

```
72
C30H29N6OPS4Tm | the Open Molecules 2025 dataset | ωB97M-V with the def2-TZVPD basis set
Tm 0.35 0.76 -0.04
S 2.23 -1.10 -0.64
C 2.74 0.03 -1.86
S 2.35 1.69 -1.64
C 3.36 -0.42 -3.02
C 3.66 -1.80 -3.23
N 3.87 -2.92 -3.41
C 3.49 0.48 -4.12
N 3.47 1.20 -5.03
C 4.13 0.25 3.71
C 2.82 0.67 3.03
C 3.15 1.41 1.75
C 1.96 -0.57 2.77
C 1.70 -1.39 4.04
O 0.26 -1.42 4.16
C -0.24 -0.75 3.12
N 0.59 -0.26 2.28
C -1.72 -0.64 3.18
C -2.26 -0.55 4.46
C -3.63 -0.41 4.64
C -4.46 -0.38 3.54
C -3.93 -0.50 2.26
C -2.55 -0.63 2.06
P -1.86 -0.93 0.38
C -1.73 -2.75 0.38
C -0.57 -3.33 -0.11
C -0.42 -4.72 -0.10
C -1.44 -5.51 0.40
C -2.60 -4.93 0.89
C -2.75 -3.56 0.88
C -3.29 -0.56 -0.69
C -3.87 -1.51 -1.53
C -4.93 -1.16 -2.35
C -5.43 0.14 -2.33
C -4.85 1.09 -1.50
C -3.78 0.75 -0.70
H 4.80 1.11 3.77
H 4.63 -0.52 3.11
H 4.00 -0.13 4.72
H 2.25 1.33 3.70
H 3.71 0.77 1.07
H 3.74 2.30 1.96
H 2.26 1.77 1.22
H 2.47 -1.17 2.01
H 2.08 -0.91 4.94
H 2.07 -2.41 3.99
H -1.60 -0.58 5.31
H -4.03 -0.33 5.64
H -5.53 -0.27 3.66
H -4.59 -0.50 1.41
H 0.24 -2.71 -0.48
H 0.49 -5.16 -0.48
H -1.32 -6.59 0.42
H -3.40 -5.56 1.28
H -3.66 -3.11 1.27
H -3.50 -2.53 -1.54
H -5.38 -1.90 -3.00
H -6.26 0.41 -2.97
H -5.22 2.11 -1.50
H -3.32 1.49 -0.06
N -0.25 -0.64 -2.49
N 0.11 0.21 -3.56
C -0.14 1.52 -3.43
N 0.40 2.32 -4.36
S -1.18 2.10 -2.22
H 0.43 -1.40 -2.44
H -1.17 -1.02 -2.69
H 0.89 -0.09 -4.12
H 1.24 2.02 -4.85
H 0.30 3.30 -4.20
S 0.06 3.97 2.13
C -0.11 2.74 1.19
```


[4]
The following is a quantum chemistry calculation of C3H2FeO4 as an isolated structure, from the Open Molecules 2025 dataset.

## Properties
expectation value of S²	8.754
multiplicity	6
LUMO (alpha / beta)	-6.220 / -6.203	eV
orbital gap (alpha / beta)	4.42 / 7.82	eV
HOMO level (alpha / beta)	-10.6 / -14.0	eV
total charge	+1

```
10
C3H2FeO4 | the Open Molecules 2025 dataset | ωB97M-V with the def2-TZVPD basis set
H -0.13 -2.77 0.97
C -1.82 -2.15 -0.10
C -0.36 -2.16 0.07
O 0.09 -0.86 0.10
C 1.50 -0.69 0.18
O 2.20 -1.70 0.26
O 1.91 0.48 0.27
O -2.93 -2.22 -0.01
Fe 3.80 -0.28 0.60
H -0.19 -2.74 -0.90
```


[5]
The following is a quantum chemistry calculation of C37H45As2N6O8SW as an isolated structure, from the Open Molecules 2025 dataset.

## Properties
expectation value of S²	2.023
multiplicity	3
LUMO (alpha / beta)	-9.559 / -9.480	eV
orbital gap (alpha / beta)	6.34 / 6.60	eV
HOMO level (alpha / beta)	-15.9 / -16.1	eV
total charge	+3

```
100
C37H45As2N6O8SW | the Open Molecules 2025 dataset | ωB97M-V with the def2-TZVPD basis set
W -0.08 0.43 1.05
C -3.87 4.50 -2.08
C -3.63 5.19 -0.76
C -3.88 6.55 -0.60
C -3.67 7.19 0.61
C -3.20 6.48 1.70
C -2.95 5.12 1.58
C -3.16 4.51 0.35
N -2.95 3.08 0.18
C -2.03 2.36 0.70
N 0.26 3.55 0.27
C 1.26 2.79 -0.34
C 1.26 1.38 -0.18
C 2.34 0.65 -0.75
C 3.33 1.30 -1.44
C 3.26 2.68 -1.63
C 2.23 3.45 -1.09
C 2.17 4.95 -1.29
N -1.96 1.01 0.61
C -3.13 0.22 0.26
C -4.00 -0.16 1.27
C -5.10 -0.94 0.98
C -5.32 -1.33 -0.34
C -4.47 -0.91 -1.35
C -3.36 -0.11 -1.08
C -2.51 0.41 -2.21
H -3.96 5.22 -2.89
H -4.81 3.93 -2.07
H -3.06 3.81 -2.34
H -4.25 7.12 -1.45
H -3.89 8.25 0.71
H -3.05 6.97 2.66
H -2.64 4.55 2.44
H -3.63 2.60 -0.40
H 0.38 4.55 0.32
H 2.39 -0.42 -0.65
H 4.16 0.74 -1.86
H 4.03 3.18 -2.20
H 2.97 5.28 -1.95
H 2.30 5.48 -0.34
H 1.22 5.26 -1.73
H -3.83 0.20 2.28
H -5.79 -1.23 1.76
H -6.18 -1.95 -0.58
H -4.67 -1.19 -2.37
H -2.43 -0.31 -3.02
H -1.49 0.68 -1.90
H -2.96 1.31 -2.64
N 1.44 0.39 2.82
N 2.19 1.56 3.09
C 1.81 2.76 2.65
N 2.60 3.75 3.02
S -0.48 2.86 1.60
H 0.95 0.12 3.68
H 2.13 -0.36 2.65
H 2.99 1.39 3.69
H 3.44 3.65 3.58
H 2.38 4.69 2.75
C 0.50 -0.03 -4.70
O 0.96 -0.52 -3.41
C 0.35 -1.61 -2.97
O -0.66 -2.10 -3.40
C 1.02 -2.18 -1.73
C 2.06 -3.01 -1.78
As 2.92 -4.01 -0.31
C 4.69 -3.18 -0.38
C 2.22 -2.98 1.21
C 0.99 -2.45 1.31
As -0.09 -1.86 -0.19
C -1.47 -3.19 -0.36
C 0.39 -2.20 2.64
O 0.79 -2.56 3.70
O -0.78 -1.44 2.53
C -1.56 -1.41 3.78
C 3.13 -3.08 2.40
O 3.59 -4.12 2.77
O 3.43 -1.87 2.90
C 4.35 -1.87 4.03
C 2.64 -3.33 -3.15
O 2.31 -2.79 -4.16
O 3.52 -4.32 -3.05
C 4.10 -4.79 -4.30
H 1.01 -0.60 -5.48
H 0.79 1.02 -4.74
H -0.58 -0.14 -4.80
H 5.25 -3.70 -1.15
H 5.18 -3.35 0.58
H 4.64 -2.12 -0.60
H -0.96 -4.15 -0.26
H -1.91 -3.10 -1.35
H -2.21 -3.05 0.42
H -2.35 -0.69 3.62
H -0.93 -1.13 4.62
H -1.97 -2.40 3.95
H 4.12 -0.98 4.61
H 5.37 -1.83 3.65
H 4.21 -2.76 4.63
H 4.84 -5.52 -4.02
H 4.55 -3.96 -4.83
H 3.32 -5.24 -4.91
```


[6]
The following is a quantum chemistry calculation of C33H39ClN5NaO5S2 as an isolated structure, from the Open Molecules 2025 dataset.

## Properties
LUMO	3.626	eV
orbital gap	4.93	eV
HOMO level	-1.3	eV
total charge	-2

```
86
C33H39ClN5NaO5S2 | the Open Molecules 2025 dataset | ωB97M-V with the def2-TZVPD basis set
Na -0.07 -0.99 0.07
C 2.01 -0.99 2.80
C 1.35 -2.37 2.64
N 1.30 -2.84 1.27
C 2.57 -3.28 0.70
C 2.92 -2.62 -0.64
N 2.70 -1.20 -0.61
C 3.52 -0.36 0.21
C 2.71 0.63 1.07
N 1.64 -0.03 1.78
H 3.10 -1.10 2.77
H 1.78 -0.62 3.81
H 0.33 -2.33 3.00
H 1.90 -3.07 3.31
H 0.55 -3.50 1.14
H 2.58 -4.37 0.56
H 3.36 -3.06 1.43
H 2.26 -3.03 -1.41
H 3.95 -2.90 -0.90
H 2.30 -0.76 -1.43
H 4.26 0.23 -0.36
H 4.11 -1.00 0.87
H 2.26 1.37 0.40
H 3.42 1.16 1.74
H 0.86 0.57 2.00
C -4.13 -0.37 7.82
C -3.75 -0.90 6.46
C -2.49 -0.64 5.93
C -2.14 -1.10 4.67
C -3.05 -1.82 3.91
C -4.31 -2.09 4.43
C -4.65 -1.63 5.70
S -2.59 -2.42 2.29
O -1.63 -3.47 2.52
O -3.85 -2.79 1.68
N -1.84 -1.21 1.63
C -2.51 -0.04 1.29
C -3.90 0.15 1.29
C -4.40 1.37 0.89
C -3.54 2.39 0.48
C -2.18 2.11 0.51
N -1.67 0.95 0.93
H -3.25 -0.04 8.37
H -4.65 -1.12 8.41
H -4.80 0.49 7.73
H -1.77 -0.07 6.51
H -1.16 -0.88 4.25
H -5.01 -2.64 3.82
H -5.64 -1.84 6.09
H -4.57 -0.66 1.54
H -5.47 1.53 0.88
H -3.89 3.34 0.13
H -1.46 2.84 0.18
C 4.42 5.42 -1.92
C 3.63 5.35 -3.19
C 3.60 6.40 -4.09
C 2.86 6.31 -5.25
Cl 2.85 7.66 -6.38
C 2.12 5.18 -5.53
C 2.13 4.11 -4.64
C 2.89 4.19 -3.48
O 3.01 3.20 -2.57
C 2.53 1.87 -2.86
C 1.04 1.65 -2.53
O 0.22 2.18 -3.29
O 0.82 0.98 -1.48
H 4.98 6.36 -1.87
H 5.12 4.59 -1.84
H 3.77 5.36 -1.04
H 4.18 7.30 -3.88
H 1.51 5.13 -6.43
H 1.48 3.26 -4.78
H 3.15 1.24 -2.22
H 2.74 1.64 -3.91
S -0.31 -3.39 -1.74
C -1.19 -3.47 -3.26
C -1.67 -4.69 -3.79
C -2.35 -4.74 -5.00
C -2.59 -3.59 -5.73
C -2.14 -2.38 -5.22
C -1.46 -2.32 -4.02
H -1.49 -5.59 -3.22
H -2.69 -5.70 -5.36
H -3.12 -3.63 -6.68
H -2.32 -1.46 -5.77
H -1.11 -1.37 -3.64
```


Record-wise relative energy (zero: lowest compared OMol25 entry of this formula, charge and spin) values, in kJ/mol: 23.46 252.83 0.00 273.63 470.96 46.56